{
  "formula": "C18H34NO15S2",
  "method": "the ωB97M-V functional and the def2-TZVPD basis",
  "spin_multiplicity": 1,
  "lumo_energy_ha": 0.091,
  "homo_lumo_gap_ev": 6.7,
  "total_charge": -1,
  "symbols": ["N", "O", "O", "O", "O", "C", "O", "C", "C", "C", "H", "H", "H", "H", "H", "H", "O", "C", "O", "C", "C", "C", "H", "H", "H", "H", "H", "H", "O", "C", "O", "C", "C", "C", "H", "H", "H", "H", "H", "H", "O", "S", "O", "O", "C", "C", "C", "H", "H", "H", "H", "H", "H", "H", "H", "O", "S", "O", "O", "C", "C", "C", "H", "H", "H", "H", "H", "H", "H", "H"],
  "xyz": [[3.535, 17.121, 4.154], [4.617, 17.264, 3.635], [2.975, 18.095, 4.666], [3.041, 16.008, 4.185], [2.029, 17.522, 1.383], [0.853, 17.461, 1.640], [-0.006, 18.376, 1.276], [-1.273, 18.013, 1.638], [-1.270, 16.754, 2.520], [0.170, 16.356, 2.490], [-1.849, 17.855, 0.727], [-1.681, 18.790, 2.284], [-1.835, 15.961, 2.030], [-1.663, 16.962, 3.515], [0.354, 15.399, 2.001], [0.530, 16.263, 3.515], [7.576, 17.683, 3.785], [7.784, 16.627, 3.210], [8.838, 15.807, 3.466], [8.860, 14.738, 2.652], [7.929, 14.980, 1.471], [6.997, 15.965, 2.038], [8.626, 13.830, 3.207], [9.852, 14.433, 2.319], [7.563, 14.038, 1.063], [8.598, 15.374, 0.706], [6.135, 15.511, 2.527], [6.608, 16.717, 1.352], [3.627, 19.934, 2.458], [2.633, 20.632, 2.196], [2.437, 21.013, 0.892], [1.349, 21.880, 0.698], [0.647, 21.881, 2.050], [1.609, 21.330, 3.023], [0.670, 21.531, -0.080], [1.701, 22.874, 0.422], [-0.314, 21.371, 1.997], [0.482, 22.945, 2.218], [1.194, 20.611, 3.729], [2.103, 22.135, 3.568], [7.697, 15.545, 6.460], [6.708, 16.427, 7.155], [5.891, 17.319, 6.322], [5.710, 15.500, 8.151], [4.427, 16.050, 8.423], [3.924, 15.175, 9.538], [7.664, 17.344, 8.495], [3.764, 15.938, 7.565], [4.457, 17.134, 8.540], [4.549, 15.253, 10.427], [3.868, 14.146, 9.184], [2.899, 15.417, 9.821], [7.915, 16.604, 9.255], [7.032, 18.126, 8.915], [8.566, 17.749, 8.035], [-1.696, 16.706, 6.784], [-0.646, 17.165, 7.652], [-0.925, 17.878, 8.890], [0.328, 15.858, 7.961], [0.710, 15.021, 6.871], [1.096, 13.710, 7.496], [0.634, 18.132, 6.642], [1.529, 15.501, 6.336], [-0.035, 14.848, 6.095], [1.786, 13.832, 8.332], [1.565, 13.031, 6.784], [0.266, 13.183, 7.966], [0.672, 17.712, 5.637], [1.576, 17.931, 7.154], [0.259, 19.153, 6.564]],
  "atomic_forces_ev_per_a": [[1.25, 1.06, -0.17], [1.79, 0.31, -1.01], [-1.52, 0.96, 0.97], [-2.06, -2.66, 0.53], [-1.20, -0.04, -0.20], [3.60, -2.08, 1.63], [0.36, 1.34, -0.85], [-2.79, 0.06, 0.96], [-0.38, -0.43, -0.96], [0.60, 0.10, 0.05], [-0.30, 0.28, 0.10], [-0.33, 0.45, -0.59], [-0.48, 0.16, 0.28], [0.05, -0.14, -0.11], [0.05, 0.05, 0.02], [0.88, 0.28, -0.34], [0.94, -2.58, -1.17], [-1.20, 2.13, -0.24], [0.59, 2.34, 1.76], [0.42, -3.67, -1.06], [1.69, -0.76, -0.43], [-1.04, 1.37, 0.95], [-0.83, -0.09, 0.38], [0.52, 0.88, -0.14], [-0.42, 0.12, 0.22], [-0.35, 0.45, -0.35], [-0.21, 0.01, -0.02], [0.04, 0.02, 0.22], [-3.80, 2.65, -0.47], [4.48, -2.09, -0.51], [0.53, -0.51, -0.88], [-0.22, -0.50, 0.44], [-1.42, 1.76, -0.81], [0.38, -0.79, 1.24], [0.29, -0.24, -0.19], [0.20, 0.03, -0.03], [0.12, -0.08, 0.12], [-0.60, -0.07, 0.55], [0.05, 0.15, 0.13], [0.15, -0.22, 0.21], [-2.65, 1.70, 2.36], [0.97, -0.29, -1.93], [1.36, -1.60, 2.30], [2.14, 0.99, -1.70], [-0.90, -0.22, -0.59], [-0.61, 0.29, 0.50], [-0.80, -0.73, -0.89], [0.14, -0.21, -0.34], [0.21, 0.00, 0.73], [0.05, -0.15, -0.03], [0.37, -0.02, 0.07], [-0.04, 0.30, 0.00], [-0.03, 0.01, -0.16], [-0.01, -0.07, -0.17], [-0.23, -0.04, -0.11], [-0.21, 0.21, 0.44], [2.51, 0.58, -0.95], [0.35, -1.43, -1.29], [-1.79, 1.60, 0.82], [0.62, -0.37, -0.64], [0.38, -0.69, 0.53], [-1.68, -1.09, 0.65], [0.37, -0.08, 0.05], [-0.62, 0.30, 0.40], [0.25, 0.30, -0.21], [-0.02, 0.13, -0.15], [-0.40, 0.13, -0.32], [0.11, -0.18, 0.16], [-0.09, 0.61, -0.13], [0.41, 0.02, 0.38]],
  "lowdin_charge": [-0.660, -0.013, -0.070, -0.067, 0.140, -0.468, 0.048, -0.198, -0.153, -0.068, 0.124, 0.120, 0.108, 0.109, 0.127, 0.102, 0.106, -0.406, 0.030, -0.259, -0.172, -0.081, 0.121, 0.116, 0.115, 0.110, 0.125, 0.133, 0.108, -0.416, 0.008, -0.182, -0.177, -0.087, 0.119, 0.115, 0.107, 0.107, 0.128, 0.135, -0.321, 0.728, -0.274, -0.279, -0.294, -0.075, -0.097, 0.112, 0.119, 0.077, 0.075, 0.075, 0.054, 0.056, 0.061, -0.318, 0.660, -0.310, -0.287, -0.288, -0.064, -0.079, 0.096, 0.116, 0.049, 0.087, 0.078, 0.035, 0.062, 0.063]
}